# 1
Computed, not measured: a molecular structure, C39H35FeN9O3Se in a non-equilibrium geometry, with ωB97M-V/def2-TZVPD.

Each line ends with the Löwdin charge.
Positions of all 88 atoms, in Å:
Fe (-0.40, 0.05, -0.41)  0.438
C (3.19, -1.12, 2.25)  -0.079
O (1.92, -0.56, 2.00)  -0.098
C (0.87, -1.03, 2.72)  -0.229
C (0.95, -2.06, 3.65)  -0.021
C (-0.18, -2.42, 4.38)  -0.089
C (-1.38, -1.76, 4.20)  -0.088
C (-1.46, -0.73, 3.27)  -0.024
C (-0.35, -0.38, 2.51)  -0.185
N (-0.46, 0.62, 1.49)  -0.001
N (-0.95, 1.69, 1.92)  0.113
C (-1.16, 2.77, 1.10)  -0.157
C (-0.70, 2.88, -0.23)  -0.325
O (-0.15, 1.94, -0.89)  -0.205
C (-0.85, 4.16, -0.89)  0.007
C (-1.48, 5.19, -0.29)  -0.020
C (-2.01, 5.09, 1.03)  -0.178
C (-2.69, 6.17, 1.63)  -0.047
C (-3.20, 6.06, 2.90)  -0.097
C (-3.03, 4.86, 3.61)  -0.086
C (-2.37, 3.80, 3.05)  -0.032
C (-1.84, 3.88, 1.74)  -0.107
H (3.48, -0.99, 3.30)  0.099
H (3.89, -0.58, 1.62)  0.093
H (3.22, -2.18, 2.00)  0.090
H (1.88, -2.57, 3.82)  0.101
H (-0.10, -3.23, 5.10)  0.101
H (-2.26, -2.04, 4.77)  0.101
H (-2.39, -0.21, 3.09)  0.105
H (-0.46, 4.23, -1.90)  0.117
H (-1.59, 6.14, -0.82)  0.114
H (-2.81, 7.09, 1.07)  0.109
H (-3.73, 6.89, 3.36)  0.097
H (-3.43, 4.77, 4.61)  0.100
H (-2.24, 2.88, 3.60)  0.100
C (-3.59, 0.80, 0.31)  -0.155
N (-2.53, 0.38, -0.61)  0.007
C (-2.81, 0.43, -1.86)  -0.067
C (-1.85, -0.01, -2.82)  -0.333
C (-1.92, -0.15, -4.21)  -0.066
C (-0.68, -0.67, -4.59)  -0.108
C (0.07, -0.82, -3.42)  -0.167
N (-0.64, -0.44, -2.34)  -0.018
C (-4.71, -0.21, 0.43)  -0.207
C (-4.42, -1.57, 0.58)  -0.038
C (-5.44, -2.49, 0.72)  -0.088
C (-6.77, -2.08, 0.71)  -0.099
C (-7.06, -0.73, 0.56)  -0.089
C (-6.03, 0.20, 0.42)  -0.044
H (-4.00, 1.77, 0.00)  0.124
H (-3.15, 0.96, 1.29)  0.090
H (-3.78, 0.78, -2.21)  0.144
H (-2.75, 0.11, -4.84)  0.094
H (-0.35, -0.92, -5.59)  0.082
H (1.07, -1.22, -3.32)  0.093
H (-3.38, -1.88, 0.60)  0.083
H (-5.21, -3.54, 0.85)  0.095
H (-7.57, -2.80, 0.82)  0.098
H (-8.09, -0.40, 0.55)  0.100
H (-6.27, 1.25, 0.30)  0.110
Se (2.53, 1.58, -1.37)  1.268
N (3.97, 0.69, -1.88)  -0.219
C (3.74, -0.59, -1.65)  -0.395
C (4.64, -1.66, -1.94)  -0.002
C (4.23, -2.91, -1.64)  -0.049
C (2.93, -3.12, -1.05)  -0.131
N (2.07, -2.19, -0.76)  0.147
C (2.46, -0.91, -1.05)  -0.443
N (1.69, 0.14, -0.82)  -0.241
H (5.60, -1.44, -2.38)  0.120
H (4.85, -3.77, -1.83)  0.103
H (2.63, -4.13, -0.83)  0.106
N (-1.00, -1.89, 0.04)  0.194
C (-1.15, -2.84, -0.60)  -0.202
N (-1.40, -3.91, -1.31)  -0.063
C (-2.01, -3.79, -2.64)  -0.091
C (-3.16, -4.78, -2.72)  -0.174
O (-2.72, -6.09, -2.39)  -0.125
C (-2.22, -6.16, -1.07)  -0.189
C (-1.01, -5.26, -0.90)  -0.109
H (-1.27, -4.02, -3.40)  0.135
H (-2.35, -2.76, -2.78)  0.124
H (-3.56, -4.82, -3.73)  0.131
H (-3.96, -4.47, -2.03)  0.126
H (-1.95, -7.20, -0.88)  0.128
H (-3.00, -5.86, -0.36)  0.127
H (-0.20, -5.61, -1.55)  0.129
H (-0.66, -5.24, 0.13)  0.135

gap between HOMO and LUMO	6.001	eV
electronic energy	-5890.79659	hartree
charge	0
LUMO energy	-1.10	eV
multiplicity	1
relative energy (zero: lowest compared OMol25 entry of this formula, charge and spin)	9.2	kcal per mole

=====

# 2
Computed, not measured: a single C20H24N2O5S molecule in a non-equilibrium geometry, with ωB97M-V/def2-TZVPD.

Each line ends with the natural charge from an NBO analysis.
Positions of all 52 atoms, in Å:
C (5.99, 1.69, 0.04)  -0.256
H (6.64, 0.81, 0.10)  0.181
O (4.90, 1.47, -0.83)  -0.481
C (4.03, 0.48, -0.54)  0.334
C (4.10, -0.36, 0.57)  -0.316
C (3.14, -1.34, 0.76)  -0.174
C (2.11, -1.49, -0.15)  -0.306
C (2.04, -0.67, -1.27)  -0.185
C (2.99, 0.30, -1.47)  -0.250
H (2.95, 0.95, -2.33)  0.234
H (1.24, -0.83, -1.97)  0.237
S (0.86, -2.73, 0.10)  2.309
O (0.50, -3.29, -1.16)  -0.948
O (1.29, -3.62, 1.15)  -0.938
N (-0.47, -1.80, 0.59)  -0.670
C (-1.72, -2.51, 0.47)  -0.334
C (-2.90, -1.57, 0.21)  0.687
O (-3.79, -1.45, 1.03)  -0.638
N (-2.91, -0.91, -0.96)  -0.434
C (-1.91, -0.95, -2.00)  -0.261
H (-1.11, -1.64, -1.76)  0.244
C (-1.35, 0.47, -2.20)  -0.077
H (-0.67, 0.50, -3.05)  0.189
O (-2.38, 1.38, -2.50)  -0.526
C (-3.35, 1.42, -1.47)  -0.082
H (-4.11, 2.14, -1.79)  0.195
C (-3.97, 0.04, -1.25)  -0.257
H (-4.65, 0.05, -0.40)  0.250
H (-4.50, -0.28, -2.15)  0.194
H (-2.89, 1.77, -0.53)  0.179
H (-0.83, 0.78, -1.28)  0.179
H (-2.39, -1.27, -2.93)  0.196
H (-1.62, -3.22, -0.35)  0.254
H (-1.95, -3.07, 1.39)  0.217
C (-0.26, -1.11, 1.85)  -0.253
C (-0.72, 0.32, 1.76)  -0.053
C (-1.94, 0.72, 2.29)  -0.153
C (-2.36, 2.03, 2.17)  -0.219
C (-1.57, 2.96, 1.52)  -0.220
C (-0.35, 2.58, 1.00)  -0.214
C (0.07, 1.26, 1.11)  -0.212
H (1.03, 0.96, 0.70)  0.214
H (0.28, 3.30, 0.49)  0.215
H (-1.90, 3.99, 1.43)  0.216
H (-3.32, 2.32, 2.58)  0.216
H (-2.57, -0.01, 2.78)  0.223
H (-0.79, -1.63, 2.66)  0.209
H (0.81, -1.14, 2.07)  0.222
H (3.19, -2.01, 1.60)  0.246
H (4.90, -0.26, 1.29)  0.229
H (6.55, 2.52, -0.39)  0.207
H (5.66, 1.96, 1.05)  0.181

gap between HOMO and LUMO	9.438	eV
electronic energy	-1660.40426	hartree
charge	0
LUMO energy	0.50	eV
multiplicity	1
relative energy (zero: lowest compared OMol25 entry of this formula, charge and spin)	50.3	kcal per mole

=====

# 3
Computed, not measured: 2 unconnected molecules or ions with the total composition C5H9FN2 in a non-equilibrium geometry, with ωB97M-V/def2-TZVPD.

Each line ends with the natural charge from an NBO analysis.
Positions of all 17 atoms, in Å:
C (-1.16, 0.15, -1.94)  0.145
C (-1.25, -0.80, 0.30)  0.352
C (0.05, 1.21, 0.96)  -0.652
C (1.21, -1.09, 0.44)  -0.639
C (-0.02, -0.38, 1.01)  0.219
N (-0.17, 0.88, -2.12)  -0.676
N (-2.22, -1.59, 0.41)  -0.679
F (-0.20, -0.65, 2.38)  -0.377
H (-2.15, -0.10, -2.36)  0.181
H (0.67, 1.54, 1.73)  0.223
H (-0.88, 1.64, 1.42)  0.217
H (0.18, 1.43, -0.12)  0.259
H (2.12, -0.43, 0.81)  0.226
H (1.11, -2.05, 0.88)  0.225
H (1.30, -1.27, -0.69)  0.251
H (-0.17, 1.45, -2.90)  0.355
H (-2.40, -2.21, 1.16)  0.372

gap between HOMO and LUMO (spin up / spin down)	8.331 / 8.331	eV
electronic energy	-405.11182	hartree
charge	0
LUMO energy (spin up / spin down)	0.68 / 0.68	eV
multiplicity	1
relative energy (zero: lowest compared OMol25 entry of this formula, charge and spin)	112.0	kcal per mole

=====

# 4
Computed, not measured: a single C5H4N2O molecule in a non-equilibrium geometry, with ωB97M-V/def2-TZVPD.

Each line ends with the natural charge from an NBO analysis.
Positions of all 12 atoms, in Å:
C (-1.59, 0.16, -0.23)  0.544
C (-0.78, -0.97, 0.04)  -0.228
C (0.60, -1.17, 0.30)  -0.225
C (1.64, -0.26, -0.30)  0.143
C (0.25, 1.76, 0.27)  0.289
H (-1.53, -1.70, 0.06)  0.237
H (0.59, -2.32, 0.68)  0.247
H (2.74, -0.71, -0.84)  0.222
H (0.63, 2.74, 0.35)  0.209
N (1.34, 0.95, -0.19)  -0.464
N (-1.05, 1.42, 0.03)  -0.458
O (-2.84, 0.10, -0.17)  -0.515

gap between HOMO and LUMO	8.570	eV
electronic energy	-377.50955	hartree
charge	0
LUMO energy	-0.99	eV
multiplicity	1
relative energy (zero: lowest compared OMol25 entry of this formula, charge and spin)	97.0	kcal per mole

=====

- relative energy (zero: lowest compared OMol25 entry of this formula, charge and spin) of number 1 (C39H35FeN9O3Se)?
  9.2 kcal per mole